Entry 1:
{"formula": "C20H17BrMnN3O6S", "method": "the ωB97M-V functional and the def2-TZVPD basis", "symbols": ["Mn", "Br", "C", "C", "C", "C", "C", "N", "C", "O", "O", "H", "H", "H", "C", "C", "C", "C", "C", "C", "C", "S", "O", "O", "N", "C", "C", "C", "C", "C", "N", "H", "H", "H", "H", "H", "H", "H", "H", "H", "H", "H", "C", "O", "C", "O", "H", "H", "H"], "xyz": [[0.459, 1.211, -0.295], [2.828, 2.903, 2.168], [3.243, 1.171, 1.432], [4.424, 0.620, 1.836], [4.832, -0.617, 1.375], [3.975, -1.325, 0.530], [2.773, -0.708, 0.142], [2.424, 0.528, 0.599], [1.769, -1.368, -0.778], [1.982, -2.527, -1.104], [0.827, -0.547, -1.193], [5.110, 1.197, 2.434], [5.775, -1.116, 1.599], [4.190, -2.328, 0.172], [-2.130, -4.072, -2.479], [-2.030, -3.418, -1.114], [-3.118, -2.682, -0.628], [-3.048, -1.953, 0.553], [-1.814, -1.901, 1.169], [-0.786, -2.797, 0.844], [-0.924, -3.591, -0.288], [-1.417, -0.524, 2.242], [-0.242, -0.958, 2.982], [-2.654, -0.143, 2.946], [-1.008, 0.620, 1.147], [-1.420, 1.898, 1.261], [-2.571, 2.435, 1.880], [-2.744, 3.817, 1.878], [-1.765, 4.666, 1.359], [-0.663, 4.060, 0.723], [-0.499, 2.737, 0.716], [-2.631, -3.370, -3.217], [-2.806, -4.961, -2.416], [-1.127, -4.380, -2.867], [-4.031, -2.717, -1.262], [-3.906, -1.317, 0.915], [0.098, -2.751, 1.477], [-0.091, -4.232, -0.609], [-3.294, 1.795, 2.323], [-3.642, 4.215, 2.356], [-1.795, 5.729, 1.319], [0.134, 4.589, 0.202], [0.905, 1.123, -3.858], [1.250, 2.376, -3.186], [1.108, 2.586, -1.859], [1.531, 3.565, -1.256], [1.837, 0.759, -4.330], [0.173, 1.340, -4.627], [0.510, 0.364, -3.216]], "lowdin_charge": [0.819, 0.752, -0.674, -0.143, -0.050, 0.011, -0.135, 0.069, -0.570, 0.034, -0.163, 0.089, 0.110, 0.115, -0.066, -0.284, -0.058, -0.067, -0.288, -0.053, -0.042, 0.657, -0.334, -0.353, -0.158, -0.401, -0.015, -0.081, -0.080, -0.122, -0.008, 0.089, 0.079, 0.084, 0.117, 0.131, 0.111, 0.115, 0.075, 0.100, 0.076, 0.097, -0.070, -0.132, -0.492, -0.086, 0.087, 0.069, 0.039], "de_lowest_kj_mol": 0.0, "s_squared": 8.757, "homo_energy_ha": [-0.1174, -0.1565], "multiplicity": 6, "charge": -1}

***

Entry 2:
{"formula": "C3H7OS", "method": "the ωB97M-V functional and the def2-TZVPD basis", "symbols": ["C", "S", "H", "H", "H", "O", "C", "C", "H", "H", "H", "H"], "xyz": [[-2.097, 1.223, -0.604], [-1.690, -0.392, 0.237], [-3.165, 1.407, -0.580], [-1.816, 1.176, -1.656], [-1.589, 2.125, -0.023], [2.795, 0.649, -0.258], [1.691, 0.072, -0.152], [1.443, -1.203, 0.555], [0.797, 0.596, -0.498], [0.956, -1.112, 1.508], [0.777, -1.863, 0.067], [2.491, -1.793, 0.664]], "lowdin_charge": [-0.710, 0.051, -0.046, -0.033, 0.024, -0.050, -0.315, -0.155, 0.063, 0.044, 0.010, 0.117], "de_lowest_kj_mol": 112.5, "homo_energy_ha": -0.0922, "charge": -1}

***

Entry 3:
{"formula": "C2H6N4O2", "method": "the ωB97M-V functional and the def2-TZVPD basis", "symbols": ["C", "C", "N", "N", "N", "N", "O", "O", "H", "H", "H", "H", "H", "H"], "xyz": [[0.045, -1.507, 0.060], [1.164, -0.722, 0.023], [-1.144, -0.928, -0.269], [-0.021, 1.277, -0.193], [1.133, 0.620, -0.310], [-1.099, 0.790, 0.490], [2.200, 1.385, 0.123], [-2.240, 1.352, -0.037], [0.256, -2.617, 0.404], [2.098, -1.280, 0.393], [-2.000, -1.249, 0.165], [-0.286, 1.848, -1.005], [2.469, 1.234, 1.026], [-1.959, 1.813, -0.925]], "lowdin_charge": [-0.247, -0.128, 0.030, -0.052, -0.208, -0.054, 0.009, -0.057, 0.134, 0.132, 0.073, 0.141, 0.090, 0.137], "de_lowest_kj_mol": 785.5, "homo_energy_ha": [-0.2824, -0.2824]}

***

Entry 4:
{"formula": "C19H19ClF3N3O", "method": "the ωB97M-V functional and the def2-TZVPD basis", "symbols": ["C", "C", "C", "C", "C", "C", "O", "N", "C", "C", "C", "N", "C", "N", "C", "C", "C", "F", "F", "F", "C", "C", "Cl", "C", "C", "C", "C", "H", "H", "H", "H", "H", "H", "H", "H", "H", "H", "H", "H", "H", "H", "H", "H", "H", "H", "H"], "xyz": [[-6.378, 0.199, -1.477], [-5.045, 0.149, -0.794], [-4.285, 1.296, -0.610], [-3.059, 1.242, 0.031], [-2.573, 0.036, 0.513], [-1.248, -0.040, 1.219], [-0.408, -0.938, 0.503], [0.621, -1.388, 1.319], [1.550, -2.039, 0.762], [2.719, -2.454, 1.602], [3.975, -1.700, 1.091], [3.720, -1.096, -0.208], [3.192, 0.164, -0.193], [3.126, 0.762, 1.000], [2.556, 1.931, 1.159], [1.975, 2.626, 0.107], [1.206, 3.889, 0.321], [1.566, 4.537, 1.438], [1.337, 4.761, -0.691], [-0.121, 3.659, 0.439], [2.129, 2.097, -1.173], [2.770, 0.889, -1.338], [3.068, 0.398, -2.972], [3.157, -2.101, -1.099], [1.686, -2.325, -0.709], [-3.328, -1.116, 0.329], [-4.546, -1.059, -0.319], [-6.442, -0.566, -2.249], [-7.175, 0.013, -0.757], [-6.547, 1.172, -1.932], [-4.653, 2.244, -0.975], [-2.479, 2.144, 0.161], [-1.371, -0.412, 2.243], [-0.775, 0.950, 1.262], [2.860, -3.533, 1.506], [2.523, -2.216, 2.645], [4.249, -0.908, 1.784], [4.817, -2.386, 0.974], [2.549, 2.318, 2.168], [1.765, 2.637, -2.034], [3.246, -1.804, -2.141], [3.743, -3.011, -0.957], [1.376, -3.349, -0.927], [1.025, -1.650, -1.258], [-2.950, -2.060, 0.694], [-5.123, -1.963, -0.457]], "lowdin_charge": [-0.055, -0.285, -0.042, -0.028, -0.205, -0.154, -0.127, 0.114, -0.302, -0.088, -0.145, -0.077, -0.297, 0.142, -0.060, -0.107, -0.590, 0.141, 0.140, 0.124, -0.026, -0.535, 0.741, -0.167, -0.079, -0.028, -0.043, 0.079, 0.082, 0.073, 0.109, 0.103, 0.127, 0.111, 0.117, 0.115, 0.107, 0.120, 0.129, 0.122, 0.050, 0.126, 0.127, 0.111, 0.117, 0.112], "smiles": "Cc1ccc(CON=C2CCN(c3ncc(C(F)(F)F)cc3Cl)CC2)cc1", "homo_energy_ha": -0.3138}